Entry 1:
# C27H52As3N4OPt

A structure of composition C27H52As3N4OPt at a distorted geometry (wB97M-V/def2-TZVPD, the Open Molecules 2025 dataset).

## Properties
E_HOMO ... -9.176 eV
Net charge ... +1
Relative energy (zero: lowest compared OMol25 entry of this formula, charge and spin) ... 0.0 kJ/mol

```
88
Properties=species:S:1:pos:R:3:forces:R:3:lowdin_charge:R:1
Pt 0.2403 0.4669 -0.0879 0.299 0.530 1.347 0.68
As 3.9339 -4.4741 -1.0742 -0.023 -0.032 -0.016 1.12
As -0.3702 -1.2830 -1.4495 -0.096 -0.333 -0.566 1.00
As 2.3886 -0.5470 0.2004 0.074 -0.086 -0.118 1.02
O 2.0673 2.9327 -0.3008 -0.060 0.015 0.114 0.03
N 0.4461 3.9409 2.6033 0.148 -0.118 -0.073 -0.08
N 0.7062 2.0790 1.3638 0.457 0.054 -0.934 0.03
N -0.6398 1.9808 3.2838 0.234 0.023 -0.029 0.25
N -1.5216 1.4930 -0.2959 -0.361 -0.249 -0.133 -0.16
C -4.4871 1.7673 1.9636 0.029 -0.065 0.004 -0.27
C 3.0379 -5.7942 0.0663 -0.004 0.017 -0.013 -0.33
C 3.8393 0.5718 0.8191 -0.020 -0.062 -0.027 -0.26
C 0.1360 2.6498 2.4376 -0.375 -0.032 0.189 -0.38
C 2.3969 -2.2184 -2.3262 -0.019 0.125 0.059 -0.68
C -3.5997 2.0581 0.9318 0.080 0.058 0.041 -0.01
C -2.9635 2.3347 -2.1845 -0.001 -0.009 0.101 -0.03
C -2.3099 0.1352 1.5233 -0.044 -0.152 -0.121 -0.10
C 4.1528 -5.6466 -2.6307 -0.010 0.008 0.015 -0.33
C 1.2886 4.3639 1.5032 -0.002 -0.050 0.049 -0.02
C -0.0036 4.8042 3.6735 -0.036 0.015 0.020 0.00
C -2.4537 1.2745 0.6820 -0.277 -0.249 -0.195 -0.31
C 3.1653 -1.1936 -1.4716 -0.091 0.029 0.019 -0.33
C -1.6815 2.5115 -1.3490 0.091 0.198 0.034 -0.60
C -1.6074 3.9309 -0.7563 0.041 0.049 -0.050 -0.02
C 1.0163 -1.6879 -2.7640 -0.039 -0.052 0.017 -0.31
C 1.4270 3.0666 0.7170 0.282 0.182 0.221 -0.51
C 3.2066 -2.4166 -3.6147 0.037 -0.023 0.015 -0.07
C -1.9159 -1.1323 -2.6016 0.061 -0.007 0.022 -0.25
C 2.2503 -3.5580 -1.5996 -0.011 -0.056 0.026 -0.38
C 2.5323 -2.0006 1.4835 -0.011 0.003 -0.014 -0.27
C -3.1948 -0.1726 2.5422 -0.016 -0.005 0.090 -0.30
C -0.5015 2.4062 -2.3239 0.055 0.016 0.041 -0.07
C -5.6883 2.6525 2.1608 -0.025 0.007 0.023 -0.05
C -2.9728 -1.3990 3.3900 -0.041 -0.017 0.059 -0.04
C -0.8640 -2.9210 -0.5309 0.025 0.039 0.001 -0.25
C -4.2837 0.6617 2.7805 0.009 0.047 0.022 -0.04
H -1.9095 -2.8293 -0.2390 -0.003 0.038 0.003 0.04
H 3.9523 1.4232 0.1558 -0.007 0.036 -0.023 0.02
H 4.7475 -0.0312 0.8232 -0.001 0.028 0.038 0.04
H -1.4945 -0.5588 1.3283 -0.030 0.032 0.028 0.05
H -3.9074 -1.9354 3.5554 -0.010 0.007 -0.026 0.08
H -2.5828 -1.1417 4.3792 0.007 0.025 -0.055 0.08
H -0.7499 -3.7536 -1.2233 -0.030 -0.031 0.040 0.04
H -1.1922 2.4741 3.9632 -0.045 0.014 -0.032 0.12
H -2.0342 -2.0871 -3.1148 -0.007 0.011 0.001 0.05
H 3.4163 -2.6004 1.2668 0.005 0.011 0.008 0.02
H 4.7649 -6.4963 -2.3301 0.010 0.005 -0.003 0.02
H -0.5402 1.4869 -2.9098 -0.019 -0.073 -0.003 0.05
H 2.7627 -3.1968 -4.2363 -0.001 0.000 -0.002 0.09
H -6.2470 2.3700 3.0517 0.002 0.002 0.000 0.08
H 0.4611 2.4579 -1.8046 -0.156 -0.006 -0.145 0.04
H -0.9612 5.2742 3.4402 0.001 -0.009 0.003 0.10
H -0.2660 -3.0949 0.3596 0.026 0.018 -0.018 0.01
H -0.5462 3.2393 -3.0270 0.003 0.002 -0.016 0.09
H -2.2684 -2.0861 2.9209 0.031 0.001 -0.005 0.07
H 3.3240 -0.2835 -2.0582 -0.002 0.019 0.026 0.09
H -1.0030 1.0934 2.9544 -0.171 -0.024 -0.003 0.08
H -6.3632 2.5829 1.3058 0.005 -0.001 -0.001 0.09
H 4.6635 -5.1283 -3.4395 -0.011 0.008 0.001 0.01
H -0.0897 4.2443 4.6043 0.007 0.001 -0.003 0.09
H 4.2341 -2.7062 -3.3851 0.001 -0.007 -0.003 0.07
H -1.8320 4.6732 -1.5253 0.005 0.010 0.011 0.10
H 1.6461 -2.6313 1.4807 0.014 0.004 -0.020 0.01
H 4.1497 -1.5934 -1.2181 0.002 -0.001 -0.019 0.06
H 2.2615 4.7299 1.8353 0.001 -0.024 0.016 0.15
H 0.5691 -2.3870 -3.4764 0.028 -0.031 0.020 0.09
H 3.2450 -1.4945 -4.1971 0.001 0.002 0.002 0.09
H -3.8641 2.6992 -1.6996 -0.031 0.016 0.097 0.07
H 2.1820 -6.2358 -0.4453 0.001 -0.002 -0.002 0.03
H 3.7438 -6.5829 0.3215 0.004 0.003 0.002 0.02
H -4.9845 0.4324 3.5746 -0.006 0.000 -0.007 0.11
H 2.7031 -5.3239 0.9908 -0.001 0.004 -0.002 0.01
H 0.7401 5.5822 3.8317 -0.007 0.005 -0.010 0.10
H 0.8093 5.1284 0.8888 0.044 0.017 0.014 0.14
H -2.2923 4.0855 0.0747 0.034 -0.003 -0.016 0.07
H 2.6363 -1.5554 2.4724 -0.018 0.001 0.005 0.04
H -1.7866 -0.3393 -3.3323 0.022 0.017 -0.008 0.03
H 1.6696 -4.2520 -2.2162 0.004 0.000 0.005 0.08
H -2.8639 2.8779 -3.1255 0.008 0.018 0.008 0.09
H -3.8260 2.9194 0.3264 0.002 0.012 -0.055 0.09
H -5.3959 3.6990 2.2592 -0.003 0.005 -0.005 0.08
H 1.1428 -0.7347 -3.2884 -0.010 -0.014 -0.023 0.09
H 3.6253 0.9184 1.8291 -0.020 0.006 -0.021 0.04
H 1.6988 -3.4290 -0.6659 0.024 -0.001 -0.021 0.02
H -3.1207 1.2828 -2.4148 0.003 -0.005 -0.026 0.06
H -2.7976 -0.9306 -1.9974 0.017 0.026 0.051 0.04
H -0.5909 4.1207 -0.4049 -0.085 0.012 -0.053 0.05
H 3.1886 -6.0132 -2.9836 0.000 -0.006 0.006 0.03
```
Positions in Å, forces in eV/Å.

***

Entry 2:
# C2H3N3O

An isolated molecule of C2H3N3O at a distorted geometry (wB97M-V/def2-TZVPD, the Open Molecules 2025 dataset).

## Properties
E_HOMO ... -8.810 eV
Relative energy (zero: lowest compared OMol25 entry of this formula, charge and spin) ... 539.1 kJ/mol

```
9
Properties=species:S:1:pos:R:3:forces:R:3:lowdin_charge:R:1
O 1.6319 -0.9329 0.1683 0.151 -1.749 -0.650 -0.04
N -1.0986 0.5397 0.3492 -0.368 -0.306 -0.182 0.03
N 0.5151 -0.4555 -0.6017 0.376 0.669 0.647 -0.15
N -0.1850 1.5405 0.0377 0.004 0.349 -0.656 0.00
C -0.7075 -0.6511 -0.0084 0.192 0.450 0.383 -0.07
C 0.8111 0.9515 -0.5858 -0.507 0.681 0.306 -0.15
H -1.3370 -1.5352 0.0470 0.546 0.071 0.212 0.14
H -1.9539 0.7996 0.8169 -0.160 -0.119 -0.180 0.15
H 2.3515 -0.4182 -0.2517 -0.235 -0.047 0.120 0.08
```
Positions in Å, forces in eV/Å.

***

Entry 3:
# C5H10O

A structure of composition C5H10O at a distorted geometry (wB97M-V/def2-TZVPD, the Open Molecules 2025 dataset).

## Properties
E_HOMO ... -8.265 eV
Relative energy (zero: lowest compared OMol25 entry of this formula, charge and spin) ... 514.2 kJ/mol

```
16
Properties=species:S:1:pos:R:3:forces:R:3:lowdin_charge:R:1
O 0.9821 -0.6384 0.6163 0.390 1.105 0.504 -0.28
C 0.0995 0.9233 0.2404 2.126 -5.468 2.434 -0.24
C 0.8254 0.3928 -2.2367 0.249 -0.944 -0.318 0.05
C -1.1968 0.9119 1.0177 0.160 -0.114 -0.400 -0.06
C 0.1908 0.6438 -1.1272 -2.634 5.930 0.184 -0.17
C 0.4156 -1.8817 0.8506 -1.005 -0.071 0.470 -0.24
H -1.5378 1.9297 1.2053 -0.004 0.031 0.038 0.08
H -1.0232 0.4075 1.9663 0.009 0.099 0.002 0.09
H -0.6788 -1.9305 0.6803 0.092 0.190 -0.084 0.07
H 0.5438 0.8372 -3.1811 0.030 0.137 0.110 0.07
H 0.5433 -2.2163 1.8947 0.103 0.070 -0.069 0.07
H 0.8971 1.5467 0.6388 -0.192 0.201 -0.239 0.15
H -1.9721 0.3838 0.4653 -0.008 -0.032 0.025 0.09
H 1.6011 -0.3601 -2.2418 -0.007 -0.212 -0.040 0.07
H -0.5126 1.7312 -1.0010 0.461 -1.252 -2.546 0.19
H 0.8228 -2.6810 0.2120 0.230 0.330 -0.072 0.07
```
Positions in Å, forces in eV/Å.